[1]
137
Properties=species:S:1:pos:R:3:forces:R:3 method="wB97M-V/def2-TZVPD" charge=+1 homo_energy_ev=-9.557 gap_ev=6.9276 total_energy_ha=-2398.78675 fmax_ev_per_a=3.629
H 0.514 -0.214 -2.946 0.3 0.2 -0.2
C -1.883 -4.153 -0.152 -0.1 0.3 0.3
C 0.481 -2.108 1.000 0.8 -0.9 1.2
H -2.843 -3.942 3.201 0.0 -0.1 -0.2
H 0.331 3.344 -4.202 -0.4 0.0 0.2
H -4.459 2.301 -1.008 0.1 -0.2 -0.1
H 1.388 -4.094 -3.896 -0.3 0.1 -0.2
C 2.158 1.171 -3.056 0.4 0.1 0.2
C 2.846 6.736 1.173 0.6 0.1 0.7
C 1.901 5.188 -0.466 -0.7 -0.6 0.6
C 2.268 -4.698 -1.225 0.1 -0.1 0.1
C 1.312 -3.208 0.604 -0.3 0.3 0.0
C 1.857 -3.279 -0.819 -0.8 -0.2 -0.4
C -1.410 1.305 -2.154 0.0 0.3 0.0
C -1.902 -5.535 -0.363 -0.1 0.0 -0.1
C -2.557 -3.532 1.077 0.9 0.1 0.0
H 0.424 -2.791 4.361 0.0 0.0 -0.3
C -0.183 0.070 -0.359 -2.1 -0.3 -1.2
H -2.238 3.734 0.688 0.2 -0.5 0.3
C 1.920 -4.977 3.960 -0.6 -0.2 -0.1
H -0.909 -5.659 -3.594 0.0 0.3 0.3
H -2.329 -0.185 4.082 0.3 -0.3 -0.1
H -3.480 3.951 -2.170 0.4 -0.2 -0.2
H 1.181 -4.983 4.773 0.1 0.0 -0.1
H -3.682 3.280 2.668 0.4 0.4 0.0
H 1.178 -6.795 2.996 0.1 0.1 0.0
H -2.255 -3.298 -4.732 0.1 0.2 0.0
C 0.180 -1.963 2.391 0.0 0.1 -0.7
N 2.405 6.413 -0.182 0.2 -0.6 -0.2
H -0.044 0.949 4.233 0.0 -0.3 -0.1
H 3.611 8.362 2.370 -0.1 -0.2 -0.1
C -1.549 -6.073 -1.595 0.1 0.2 0.0
H -1.292 -1.907 -5.285 0.0 -0.1 0.2
H 1.018 1.169 1.003 0.6 -0.7 -0.5
H 3.132 9.389 -1.773 -0.1 -0.3 0.1
C -1.640 -2.451 -4.397 -0.3 0.0 0.0
H -3.208 -5.312 2.136 0.2 0.2 0.1
C -2.610 3.323 -2.402 0.1 0.1 0.0
H -1.556 4.838 -3.494 0.0 -0.1 0.0
C 2.729 8.818 -0.927 -0.3 -0.1 0.1
H 3.136 -3.443 4.919 0.0 0.0 0.0
C 2.708 7.330 -1.292 0.4 0.1 -0.7
H 3.814 6.248 1.415 -0.4 0.0 -0.4
H -2.598 1.328 0.715 -0.2 -0.2 -0.1
C -0.369 3.436 1.757 -0.6 -0.2 1.3
H 2.328 -7.070 4.315 0.0 0.1 -0.2
C 2.983 8.242 1.481 -0.4 0.0 0.0
C 0.750 0.738 -3.445 -0.5 -0.1 0.5
H 1.624 5.054 -1.524 -0.4 0.3 0.5
C -3.504 0.895 0.271 0.2 -0.1 0.5
C 0.578 -3.624 -4.471 0.1 -0.1 0.0
H -2.700 3.276 4.960 0.4 0.0 -0.4
H 1.288 0.377 3.213 -0.1 -0.1 0.2
H 2.642 -1.240 -0.902 0.1 -0.2 0.0
H 0.005 -2.095 -3.089 0.0 -0.2 -0.2
H -3.421 -0.201 0.277 0.1 0.2 0.0
H 2.105 6.332 1.882 0.2 -0.1 -0.3
H 2.137 -5.110 1.216 0.1 0.4 0.0
C -1.313 -3.329 -1.141 -0.7 -0.8 -0.1
H 3.178 -5.002 -0.681 -0.3 0.0 -0.2
C -1.804 -1.101 3.762 -0.2 -0.1 0.0
H -5.456 0.071 -1.377 0.2 0.1 -0.1
H 2.875 0.413 -3.396 -0.1 0.2 0.0
C 3.518 9.099 0.346 0.1 -0.1 -0.3
H -2.222 -6.203 0.439 0.0 0.3 -0.3
H -0.166 3.365 -0.364 0.4 0.7 0.6
H 1.240 1.673 -0.808 -1.2 -1.3 1.8
C -0.379 1.703 -3.019 0.2 -0.2 -0.3
H 3.671 7.077 -1.779 -0.2 -0.1 0.4
H -3.922 -0.506 -2.085 -0.3 0.2 0.0
H 2.492 -4.753 -2.302 0.0 0.1 0.4
H 2.914 -6.486 2.749 -0.1 -0.1 0.1
H 1.476 -0.358 -5.146 -0.2 0.2 0.0
H 1.254 3.467 3.194 -0.3 -0.2 0.0
C -1.782 3.530 1.667 0.3 -0.2 -0.1
C 0.624 -2.927 3.294 0.3 0.1 0.0
H 1.171 1.364 -5.474 -0.1 -0.2 0.0
C -0.471 -2.964 -3.565 0.2 0.0 0.5
C -0.654 3.374 4.203 -0.1 0.3 -0.2
H -4.878 0.761 -2.905 0.0 -0.1 0.1
H 1.036 -2.858 -5.120 -0.2 -0.3 0.2
C 0.552 1.244 0.021 2.9 2.2 0.2
H -4.340 1.137 0.945 0.2 -0.1 -0.2
H -1.539 -1.683 4.658 -0.1 0.2 -0.2
C -2.578 2.027 -1.895 -0.2 -0.4 0.1
H 1.694 9.154 -0.795 0.1 0.0 0.1
N -1.715 -1.029 -1.692 1.8 0.2 1.4
C -2.600 3.397 2.797 0.1 0.3 -0.1
C 1.624 -4.204 1.530 0.3 0.4 0.3
C -0.983 -3.848 -2.410 0.3 0.1 -0.4
C -2.048 3.369 4.083 0.2 -0.6 -0.5
H -4.631 -3.911 0.589 0.1 0.2 0.0
N -1.166 0.149 -1.366 0.3 -2.4 0.3
H 3.875 -2.490 -0.562 -0.3 0.1 -0.1
C -0.460 2.993 -3.532 -0.3 0.1 0.3
H 3.422 10.160 0.602 0.1 -0.2 0.0
C 0.170 3.438 3.064 -0.3 -0.3 0.0
H 1.989 8.615 1.753 0.1 0.0 0.0
C 0.479 3.316 0.537 -2.6 0.7 -1.9
H -0.196 0.220 -5.362 0.1 0.1 0.0
C -0.547 -0.749 2.957 -0.2 0.1 -0.2
C -3.793 1.435 -1.136 0.2 0.7 0.0
C 0.431 0.054 3.817 0.2 0.1 0.1
C 1.646 4.169 0.484 1.9 -0.3 -0.2
C 3.240 -4.461 4.538 0.0 0.2 -0.1
H 4.014 -4.454 3.765 0.0 0.0 0.1
H 2.318 1.277 -1.981 0.0 0.0 -0.3
C 2.091 -6.416 3.469 -0.1 0.0 0.0
C -4.560 0.374 -1.932 0.1 0.1 -0.3
H -3.969 -2.447 -0.172 -0.1 -0.1 0.1
C 0.787 0.477 -4.953 -0.3 0.1 -0.1
H 2.432 4.009 1.248 -0.9 0.7 0.1
H -1.512 -4.842 2.469 -0.2 0.0 -0.1
H -1.942 -2.657 1.323 -0.3 -0.1 0.1
H 4.582 8.904 0.175 0.0 0.0 0.0
H 3.213 -2.313 -2.203 -0.1 0.0 0.3
C -0.194 -1.285 -0.022 -0.3 -0.4 -0.4
N -1.119 -1.914 -0.876 -0.2 2.1 -0.5
H -0.223 3.275 5.205 0.0 0.3 -0.4
H 1.940 7.179 -2.059 0.1 -0.1 0.1
H 0.811 -0.561 4.647 -0.1 0.2 -0.2
C -1.131 -5.225 -2.618 -0.1 -0.1 0.1
H -0.853 -0.114 2.116 0.0 0.0 0.1
H 1.005 -3.005 -1.455 0.5 -0.1 0.0
C 1.353 -4.040 2.894 0.1 0.0 0.0
H -1.616 -7.153 -1.758 0.1 0.4 0.0
H 3.574 -5.105 5.356 0.0 0.1 -0.1
H 1.455 -5.408 -1.004 0.3 0.2 -0.1
C -2.528 -4.464 2.290 0.0 -0.1 0.0
H 0.107 -4.375 -5.125 0.3 0.2 0.2
H -2.242 -1.778 -3.778 -0.1 -0.2 -0.4
C -1.533 3.809 -3.150 0.0 0.0 -0.3
C 2.961 -2.266 -1.133 0.2 0.0 0.2
H -4.379 -2.431 1.553 0.1 -0.2 -0.1
C -3.968 -3.048 0.746 -0.1 -0.2 -0.2
H 2.401 2.127 -3.538 0.1 -0.2 0.1
H -2.513 -1.699 3.170 0.2 0.2 0.2

[2]
7
Properties=species:S:1:pos:R:3:forces:R:3 method="wB97M-V/def2-TZVPD" charge=0 homo_energy_ev="-9.232 / -9.226" gap_ev="7.8324 / 7.8200" total_energy_ha=-261.95990 fmax_ev_per_a=3.731 e_above_lowest_kj_mol=535.66
N -0.356 -0.099 2.574 0.2 -0.1 1.1
H 1.469 -0.473 -0.478 -2.1 0.5 0.9
O -0.622 0.180 -0.837 0.6 0.3 1.0
C 0.552 -0.146 -1.064 3.6 -0.8 -0.2
C -0.751 0.143 1.519 1.7 -0.8 -1.1
H 0.939 -0.012 -2.050 -0.9 0.0 -1.1
N -1.230 0.407 0.337 -3.1 0.9 -0.6

[3]
74
Properties=species:S:1:pos:R:3:forces:R:3 method="wB97M-V/def2-TZVPD" charge=+2 homo_energy_ev="-14.122 / -14.388" gap_ev="7.2146 / 7.5302" total_energy_ha=-2161.10756 fmax_ev_per_a=0.099 multiplicity=2 e_above_lowest_kj_mol=0.00
H -3.404 -0.123 -1.239 0.0 0.0 0.0
H -1.464 4.734 -0.686 0.0 0.0 0.0
C -1.379 4.439 0.361 0.0 0.0 0.0
Si -1.653 2.621 0.651 0.0 -0.1 0.0
C 1.895 0.775 2.588 0.0 0.0 0.0
H -3.589 2.259 -0.949 0.0 0.0 0.0
N -0.199 -1.631 -2.162 0.0 0.0 0.0
Si 0.243 2.417 -2.018 0.1 0.0 0.1
H -3.687 1.181 0.471 0.0 0.0 0.0
C 4.479 -0.225 2.766 0.0 0.0 0.0
H 3.934 -3.610 -2.168 0.0 0.0 0.0
C -1.255 2.937 -3.016 0.0 0.0 0.0
H -1.219 -2.669 -3.732 0.0 0.0 0.0
H 1.795 4.208 -2.584 0.0 0.0 0.0
H 0.942 4.629 -1.102 0.0 0.0 0.0
C 4.128 0.926 3.455 0.0 0.0 0.0
H 0.708 -1.413 -2.575 0.0 0.0 0.0
C 2.833 1.424 3.372 0.0 0.0 0.0
C 3.542 -0.884 1.984 0.0 0.0 0.0
H -3.698 -1.035 0.889 0.0 0.0 0.0
C -3.083 -1.986 2.696 0.0 0.0 0.0
C 2.695 -4.972 -1.059 0.0 0.0 0.0
C 2.246 -0.379 1.889 0.1 0.0 0.0
H 0.657 1.775 0.288 0.0 0.0 0.0
H -2.549 0.565 -2.429 0.0 0.0 0.0
P 0.980 -1.198 0.908 0.0 0.0 0.0
C -3.391 2.171 0.120 0.0 0.0 0.0
H -1.520 1.200 2.716 0.0 0.0 0.0
H 2.557 2.312 3.924 0.0 0.0 0.0
Re -0.680 -0.268 -0.571 0.0 0.0 0.0
H 0.610 0.452 -3.580 0.0 0.0 0.0
H -2.238 -2.873 4.455 0.0 0.0 0.0
H 1.971 0.615 -2.430 0.0 0.0 0.0
C -0.259 1.640 -0.312 0.0 0.0 0.0
C 1.213 -3.974 0.555 0.0 0.0 0.0
H -0.596 2.707 2.896 0.0 0.0 0.0
H -2.346 2.732 2.985 0.0 0.0 0.0
H -4.063 2.880 0.611 0.0 0.0 0.0
H 0.881 1.152 2.542 0.0 0.0 0.0
C -0.481 -1.618 1.884 0.0 0.0 0.0
H -2.158 3.071 -2.419 0.0 0.0 0.0
C 2.658 -2.584 -0.787 0.0 0.0 0.0
H -1.061 3.897 -3.499 0.0 0.0 0.0
H -1.055 -0.927 -3.946 0.0 0.0 0.0
C 1.227 1.157 -3.020 0.0 0.0 0.0
C -1.530 -1.154 1.061 0.0 0.0 0.0
C -2.607 -1.496 -2.568 0.0 0.0 0.0
H -2.149 4.984 0.914 0.0 0.0 0.0
H -4.099 -2.141 3.036 0.0 0.0 0.0
H -2.831 -2.305 -1.870 0.0 0.0 0.0
C 3.166 -3.711 -1.412 0.0 0.0 0.0
C 1.722 -5.102 -0.080 0.0 0.0 0.0
H 3.094 -5.852 -1.545 0.0 0.0 0.0
C 1.682 -2.710 0.209 0.0 0.0 0.0
H -1.473 2.229 -3.821 0.0 0.0 0.0
C -2.023 -2.406 3.503 0.0 0.0 0.0
H 2.268 3.461 -1.058 0.0 0.0 0.0
H 1.785 1.721 -3.772 0.0 0.0 0.0
H 0.115 -2.562 3.733 0.0 0.0 0.0
C -1.256 -1.711 -3.215 0.0 0.0 0.0
H -0.413 4.770 0.742 0.0 0.0 0.0
H 5.484 -0.618 2.842 0.0 0.0 0.0
H 0.457 -4.087 1.322 0.0 0.0 0.0
H 4.862 1.433 4.067 0.0 0.0 0.0
C -2.851 -1.364 1.480 0.0 0.0 0.0
H 1.362 -6.083 0.199 0.0 0.0 0.0
H 3.822 -1.791 1.465 0.0 0.0 0.0
C 1.413 3.809 -1.641 0.0 0.0 0.0
H -3.392 -1.476 -3.324 0.0 0.0 0.0
N -2.556 -0.229 -1.788 0.0 0.0 0.0
H 3.040 -1.603 -1.056 0.0 0.0 0.0
C -0.704 -2.236 3.103 0.0 0.0 0.0
C -1.500 2.265 2.473 0.0 0.0 0.0
H -0.054 -2.545 -1.723 0.0 0.0 0.0